The following is a DFT calculation (the ωB97M-V functional and the def2-TZVPD basis) of an isolated molecule of C3H4ClNO.

Geometry as XYZ:
```
10
Properties=species:S:1:pos:R:3
Cl 0.59958 -0.23057 -2.24388
O -0.51154 0.43526 1.46930
N -0.63908 -0.93902 1.33262
C 0.59462 -0.05232 -0.46605
C -0.29162 1.01497 0.17192
C -0.08309 -1.21502 0.17349
H 1.63592 0.13869 -0.12097
H -0.22768 -2.23819 -0.23811
H -1.23092 1.08330 -0.39403
H 0.15382 2.00289 0.31573
```

## Properties
Total charge: 0
Kohn-Sham gap: 10.51 eV
Multiplicity: 1
Highest occupied orbital energy: -9.76 eV
SMILES string: Cl[C@@H]1C=NOC1
Calculated total energy: -19233.5960 eV